Record 1
C32H23AuF3N5Sb | ωB97M-V with the def2-TZVPD basis set

Structure (XYZ):
```
65
Properties=species:S:1:pos:R:3:forces:R:3
Au 0.2154 -1.0078 0.8176 1.02 -1.18 0.60
Sb -1.0067 1.2933 0.1289 -0.69 0.55 -0.49
F -5.9278 -0.4554 -3.1750 0.00 0.01 -0.02
F 2.2561 4.7475 -3.8310 -0.01 -0.01 0.02
F -2.9065 5.0244 4.6622 -0.01 0.01 0.00
N 2.0222 -2.0584 -3.2609 -0.26 0.10 0.13
N -0.3244 -1.5490 2.9448 0.23 0.60 -1.18
N 1.7247 -2.5491 1.4823 -1.57 0.80 -0.06
N 1.3970 -1.8099 -1.0401 -0.63 0.88 0.80
N 2.6636 -2.8322 0.6389 1.20 -0.52 -0.61
C 1.5525 -3.0176 2.6599 0.39 -0.25 -0.05
C -3.4331 3.4299 3.0442 -0.07 0.06 0.12
C 5.5514 -3.9909 -2.2160 0.02 -0.02 -0.03
C -0.7771 -2.4509 5.5180 -0.12 0.11 -0.01
C -0.7112 3.3021 2.4186 -0.04 0.02 0.03
C -0.1313 2.3904 -2.5719 -0.09 -0.09 -0.04
C 0.2850 -2.9527 4.7762 0.10 0.07 -0.27
C 0.1794 2.4375 -1.2119 -0.06 -0.50 0.44
C -4.1677 -1.0368 -1.7620 -0.04 -0.08 -0.03
C -1.5939 -1.4862 4.9530 0.12 -0.11 -0.03
C 3.4779 -2.9603 -1.5866 -0.11 0.04 -0.58
C -1.3238 -1.0511 3.6601 -0.29 0.22 0.11
C -3.0016 2.5691 2.0536 -0.08 -0.06 -0.11
C 3.1984 -2.7295 -2.9524 0.45 -0.24 0.45
C -3.0715 -0.6361 -1.0189 0.03 0.07 0.00
C 1.2311 3.2316 -0.7501 0.01 0.03 0.02
C 2.5019 -2.5375 -0.6294 0.00 -0.20 0.98
C -4.5293 1.2665 -2.4451 -0.10 0.05 -0.09
C 0.5646 3.1841 -3.4641 0.07 0.06 -0.06
C -1.1393 4.1628 3.4089 0.05 0.03 0.06
C 5.2438 -3.7816 -3.5681 0.00 0.00 0.09
C -3.4345 1.6617 -1.6985 0.05 0.06 0.10
C 1.2089 -1.6074 -2.3246 -0.15 0.08 -0.42
C 4.6752 -3.6031 -1.2323 -0.07 0.00 0.04
C -2.4965 4.2121 3.7105 0.05 -0.11 -0.16
C -4.8809 -0.0763 -2.4657 0.14 0.00 0.12
C 4.0737 -3.1522 -3.9427 -0.06 -0.01 -0.08
C 0.4852 -2.4909 3.4835 -0.15 -0.12 0.30
C -2.7069 0.7090 -0.9861 0.44 -0.05 0.30
C 1.9326 4.0250 -1.6364 0.06 0.04 0.02
C -1.6465 2.5307 1.7246 0.43 -0.56 -0.26
C 1.5869 3.9923 -2.9820 -0.08 -0.08 0.06
H -0.9375 1.7660 -2.9382 -0.02 0.02 -0.01
H 2.7354 4.6696 -1.3044 0.00 0.00 -0.02
H 1.7987 -1.9071 -4.2375 -0.07 0.10 0.03
H 2.1849 -3.8161 3.0402 0.10 0.07 -0.09
H 0.9583 -3.6921 5.1902 -0.03 -0.02 -0.02
H -0.4449 4.7928 3.9484 -0.03 0.01 0.02
H -0.9619 -2.8140 6.5200 0.01 0.02 0.01
H 5.9355 -4.1169 -4.3294 -0.01 0.02 -0.01
H -2.5069 -1.3749 -0.4593 -0.06 -0.05 -0.02
H 0.3435 3.2480 2.1848 0.01 0.05 0.04
H 3.8426 -2.9975 -4.9895 0.00 0.03 0.01
H -4.4761 -2.0728 -1.8042 -0.03 0.02 -0.01
H 1.5039 3.2503 0.2964 0.02 0.04 -0.01
H -3.7262 1.9646 1.5203 0.00 0.00 0.01
H -3.1590 2.7091 -1.6632 -0.04 0.02 -0.07
H -2.4337 -1.0753 5.4953 0.00 0.04 -0.04
H 0.3263 3.1981 -4.5193 0.00 0.00 0.01
H -4.4792 3.5107 3.3084 0.01 0.00 0.00
H 6.4848 -4.4648 -1.9452 -0.01 -0.03 -0.03
H 0.3397 -1.0428 -2.6386 0.02 -0.03 -0.05
H -1.9306 -0.2866 3.1917 0.00 -0.01 0.01
H -5.1121 1.9805 -3.0122 -0.02 -0.01 0.03
H 4.8971 -3.7759 -0.1886 -0.01 0.01 -0.01
```
Positions in Å, forces in eV/Å.

Results
Orbital gap (spin up / spin down), eV: 4.7 / 4.8
Electronic energy, eV: -59361.5952
HOMO energy (spin up / spin down), eV: -16.70 / -16.55
Total charge: +3
Strongest force on any atom, hartree/bohr: 0.034
Multiplicity: 1

Record 2
C32H23F6N5O8S3Sr | ωB97M-V with the def2-TZVPD basis set

Structure (XYZ):
```
78
Properties=species:S:1:pos:R:3:forces:R:3
Sr -0.6626 -0.4637 -0.2243 0.69 1.13 -0.24
S 1.7032 -0.3852 -2.7072 0.23 -0.19 0.42
S -1.6022 -3.5690 0.7867 -0.54 -0.02 -0.13
S 0.9728 -3.8484 1.6702 -0.33 0.30 -0.10
F -1.8823 -3.8637 3.4194 -0.04 0.02 0.00
F 1.2900 -5.6338 -0.2831 -0.01 0.00 -0.01
F -3.7435 -3.7063 2.3362 -0.01 0.02 -0.05
F -2.6074 -5.5365 2.2589 0.04 -0.01 -0.03
F 3.0194 -4.4159 0.1324 0.00 -0.03 0.00
F 1.3447 -3.5691 -0.9445 0.03 -0.02 0.03
O 2.0148 -3.0257 2.2032 0.01 0.06 0.08
O -1.4291 -4.7057 -0.0661 -0.11 0.01 0.09
O -2.4282 -2.4710 0.3349 -0.03 0.10 -0.21
O -2.8425 0.9204 0.5838 0.02 -0.61 0.01
O 0.5837 -5.0459 2.3512 0.04 -0.04 0.00
O 2.7460 -0.3950 3.0492 -0.02 0.05 0.02
O -4.2738 0.4471 2.1974 -0.02 0.18 0.03
O 1.7597 0.3587 1.0666 0.09 -0.33 0.05
N -0.7065 0.5488 2.2496 -0.21 -0.42 -0.20
N -6.0337 5.8616 -1.2298 0.00 0.00 0.00
N -0.9031 -0.4242 -2.8897 -0.52 -0.13 0.19
N -0.2812 -2.8955 1.3022 1.08 -0.32 0.09
N 0.2668 -0.0501 -4.9277 0.03 -0.03 0.12
C 1.6865 -4.4057 0.0287 -0.08 0.04 -0.02
C 4.1024 3.1282 0.5725 0.00 -0.01 0.00
C -2.5076 -4.2083 2.3009 0.04 -0.04 0.14
C 0.1647 -0.4859 4.3124 -0.21 0.00 0.00
C -1.3831 3.0191 -1.0505 -0.09 -0.03 -0.05
C -3.8494 4.5036 -1.1391 0.04 -0.02 0.01
C 4.9582 -1.6471 -0.7830 0.01 0.01 -0.02
C -3.3149 -0.5019 -2.6975 -0.13 0.08 0.03
C -1.9142 0.1649 2.6616 0.08 -0.02 0.14
C 3.9204 -1.0229 -0.1565 -0.04 0.00 -0.05
C -0.8993 -0.0224 -5.5374 -0.11 -0.02 0.06
C -3.3484 3.8415 -2.2820 -0.02 0.01 -0.01
C -3.0219 0.5563 1.7214 -0.16 -0.04 -0.05
C 1.6215 0.1018 2.4444 -0.05 -0.14 -0.10
C -5.0510 5.2475 -1.1875 -0.02 0.01 0.00
C -0.2188 2.2792 -1.0117 -0.02 -0.01 0.05
C -1.9187 3.7080 0.0976 0.05 -0.01 -0.02
C -2.1256 -0.1901 -4.8976 0.10 0.09 -0.08
C 2.8968 1.0602 0.7179 -0.14 0.20 0.00
C -1.0899 -0.8213 4.6780 0.10 0.03 -0.09
C -2.1957 -0.5575 3.8027 0.05 0.05 0.22
C -3.0869 4.4082 0.0492 -0.02 0.02 0.00
C 6.0784 -0.9031 -1.2183 0.00 -0.01 0.01
C 5.0801 1.1203 -0.3443 0.03 0.01 -0.01
C 5.1303 2.5108 -0.0808 -0.01 0.01 0.00
C -2.1773 3.1404 -2.2491 0.03 0.01 0.01
C -2.0715 -0.3709 -3.5263 0.12 0.09 -0.02
C 6.1380 0.4425 -1.0018 -0.01 0.01 0.01
C 0.3905 0.0814 2.9827 0.12 0.03 0.09
C 0.2598 -0.2767 -3.5820 -0.25 -0.09 -0.25
C 2.9693 2.3956 0.9803 0.01 0.00 -0.05
C 3.9512 0.3741 0.0669 0.04 -0.01 0.05
H 4.9160 -2.7137 -0.9618 0.00 0.00 0.00
H 6.9955 1.0180 -1.3329 0.00 0.00 0.00
H 5.9966 3.0741 -0.4089 0.00 0.00 0.00
H -3.9114 3.9007 -3.2081 0.00 0.00 0.00
H 4.1413 4.1928 0.7677 0.00 0.00 0.00
H 6.8903 -1.4067 -1.7295 0.00 0.00 0.00
H 1.0166 -0.6858 4.9468 0.00 0.01 0.00
H -1.2641 -1.3046 5.6331 -0.01 0.00 0.00
H -3.1726 -0.9584 4.0408 0.00 0.01 -0.05
H -0.8670 0.1532 -6.6115 -0.01 0.00 0.00
H 0.4135 2.3152 -0.1302 -0.03 0.05 -0.02
H 3.0545 -1.5801 0.1696 0.00 0.00 0.00
H -4.2098 0.2468 3.1422 0.01 0.03 -0.04
H -3.0665 -0.1332 -5.4256 0.01 -0.01 -0.03
H -4.1847 -0.1741 -3.2665 -0.03 -0.08 -0.01
H -3.2739 0.1272 -1.8037 0.10 -0.02 -0.04
H -1.8188 2.6520 -3.1501 0.00 -0.01 0.00
H 2.1371 2.8748 1.4796 0.01 0.00 0.00
H -1.3695 3.6364 1.0305 -0.01 0.00 0.01
H -3.4699 -1.5379 -2.3863 0.04 0.00 0.02
H -3.4515 4.9057 0.9422 0.00 0.00 0.00
H 0.2391 1.9429 -1.9334 0.05 0.00 0.01
H 2.7804 -1.3464 2.8549 0.00 0.03 0.01
```
Positions in Å, forces in eV/Å.

Results
Orbital gap, eV: 5.1
Electronic energy, eV: -107038.7498
HOMO energy, eV: -0.97
Total charge: -2
Strongest force on any atom, hartree/bohr: 0.026
Multiplicity: 1

Record 3
C32H23FO23 | ωB97M-V with the def2-TZVPD basis set

Structure (XYZ):
```
79
Properties=species:S:1:pos:R:3:forces:R:3
F 5.1181 -2.4044 -2.5222 0.31 0.32 0.37
O -8.5928 2.7512 -2.6313 -0.05 -0.03 0.02
O -2.6345 -0.2202 0.3980 0.05 0.10 0.07
O 0.3623 -3.0650 -3.1322 0.04 -0.04 -0.01
O -5.2463 -4.2969 2.5102 -0.01 -0.10 -0.03
O -3.3868 2.1059 -1.1062 -0.09 0.02 0.02
O 0.6830 2.1184 -1.4405 -0.03 0.03 0.00
O -7.3154 -3.2789 7.2857 -0.03 -0.04 0.03
O 12.7320 4.4786 -3.9284 0.04 0.03 -0.03
O -7.4545 2.1590 7.7556 0.03 0.03 -0.02
O 5.2365 -0.9298 -0.7982 0.46 -0.36 -0.16
O -5.3168 0.9626 0.2248 -0.06 -0.07 0.05
O 7.0328 -1.3649 -2.1621 -0.48 0.19 0.08
O 2.8291 0.6821 -1.7383 0.07 0.23 0.03
O -4.0487 -4.6945 0.2479 0.01 -0.01 -0.04
O -3.8004 0.1650 2.7190 0.07 -0.02 0.02
O -8.9105 0.6619 9.2921 -0.03 0.10 0.02
O -5.8131 -1.7805 5.7911 -0.02 -0.11 0.02
O -6.6792 3.9405 -3.9114 -0.09 0.04 -0.05
O 14.0853 0.2125 -5.3691 0.00 -0.10 -0.02
O -1.7761 -1.6196 -2.8849 -0.03 -0.10 0.00
O 10.9179 3.3076 -2.4998 -0.01 0.11 0.01
O 12.2332 -0.9599 -3.9818 -0.03 -0.03 0.03
O 8.7748 -0.1633 -1.4502 -0.10 -0.23 -0.18
C -7.3498 0.8535 7.5768 0.05 0.05 -0.05
C 5.8982 -1.8911 -1.5084 -0.18 -0.20 -0.13
C -8.2109 -1.4038 8.3843 -0.08 0.04 0.09
C -3.9189 -1.0365 2.1752 -0.07 0.04 0.08
C -6.2993 3.2703 -2.9693 0.26 0.00 0.04
C -4.6553 -3.3188 2.0878 -0.03 0.21 0.17
C -0.6851 0.3412 -2.1483 -0.10 -0.01 -0.07
C 12.6897 3.1575 -3.9981 0.06 0.04 -0.04
C 11.4509 1.0978 -3.1525 -0.11 0.04 0.10
C -6.5429 0.2840 6.6695 0.08 -0.02 -0.09
C 13.5231 2.4197 -4.7445 0.09 -0.05 -0.08
C 0.5375 -1.8171 -2.7253 0.06 -0.04 -0.02
C -6.5147 -1.1575 6.5689 0.03 0.25 -0.03
C 1.7344 -1.2825 -2.4478 0.13 0.04 0.03
C -0.7470 -1.0305 -2.5991 -0.02 0.23 0.11
C -3.9398 -3.4835 0.7666 0.03 -0.04 -0.08
C -7.3661 2.5426 -2.1835 -0.06 -0.03 0.05
C -4.6219 2.3365 -1.5213 0.09 -0.07 -0.11
C -3.2187 -1.1965 0.8452 -0.02 -0.23 -0.05
C 11.6042 2.5384 -3.1463 -0.04 -0.26 0.01
C -4.5943 -2.0388 2.7559 -0.09 -0.10 0.04
C -7.4068 -1.9731 7.4753 -0.05 -0.04 0.05
C -3.2641 -2.4808 0.1872 0.12 0.12 -0.14
C 1.7963 0.0960 -2.0093 0.04 -0.33 -0.07
C -8.2294 0.0394 8.4993 -0.02 -0.26 0.00
C 12.2836 0.3627 -3.9016 -0.05 -0.01 0.04
C -5.6933 1.6227 -0.7261 -0.13 0.04 -0.03
C -7.0749 1.7650 -1.1310 0.00 -0.05 0.11
C -4.9166 3.1194 -2.5697 -0.03 0.11 -0.08
C 13.3792 0.9787 -4.7388 0.05 0.25 -0.03
C 8.1063 -1.1453 -1.3659 0.48 0.19 0.18
C 0.5109 0.8757 -1.8666 -0.05 0.03 0.01
H -7.8320 1.2482 -0.5586 -0.01 0.00 -0.02
H -1.6084 0.8904 -2.0423 0.01 0.03 0.00
H 1.6460 2.2336 -1.3221 0.03 -0.03 -0.01
H 12.9535 -1.2201 -4.5892 0.04 0.03 -0.03
H -3.2883 0.7036 2.0883 -0.02 0.01 -0.03
H -3.4275 1.4336 -0.3911 0.06 0.01 -0.01
H -8.5028 3.3478 -3.4013 0.05 0.02 -0.02
H 5.3663 -0.0659 -1.2195 -0.30 -0.12 -0.13
H -5.9087 0.8560 6.0068 -0.01 0.02 0.01
H -6.6636 -3.4116 6.5693 0.03 0.04 -0.02
H 12.0187 4.7376 -3.3110 -0.04 -0.04 0.03
H -2.7604 -2.5880 -0.7638 -0.04 0.01 -0.01
H 10.6650 0.6613 -2.5520 0.00 0.01 0.00
H 8.3391 -1.9671 -0.6746 -0.20 -0.06 0.08
H 6.1521 -2.7248 -0.8413 -0.06 0.18 -0.10
H 2.6605 -1.8332 -2.5355 -0.01 -0.01 -0.01
H -8.8513 -1.9776 9.0388 0.01 -0.02 -0.01
H -4.1597 3.6338 -3.1445 0.02 -0.02 0.01
H -8.1028 2.2843 8.4772 -0.03 -0.04 0.03
H -4.5963 -5.2072 0.8762 -0.02 0.01 0.05
H -5.0977 -1.9280 3.7068 0.06 0.03 -0.03
H -0.5995 -3.1735 -3.2691 -0.04 0.04 0.01
H 14.3027 2.8539 -5.3539 0.00 0.02 0.01
```
Positions in Å, forces in eV/Å.

Results
Orbital gap, eV: 7.9
Electronic energy, eV: -83364.7301
HOMO energy, eV: -9.53
Strongest force on any atom, hartree/bohr: 0.012
Structure (SMILES): O=C1C=C(O)C(=O)C=C1O.O=C1C=C(O)C(=O)C=C1O.O=C1C=C(O)C(=O)C=C1O.O=C1C=C(O)C(=O)C=C1O.O=C1C=C(O)C(=O)C=C1O.O=CO[C@@H](O)F
Multiplicity: 1

Record 4
C32H24BF4N2O17S | ωB97M-V with the def2-TZVPD basis set

Structure (XYZ):
```
81
Properties=species:S:1:pos:R:3:forces:R:3
S -0.4660 -1.3639 1.8927 0.07 0.67 1.00
F -2.9235 0.1651 -3.4516 1.48 -2.11 0.49
F -0.7074 -0.1636 -5.1160 0.44 -0.55 2.67
F 0.1964 -1.6901 -3.7083 -1.05 2.06 0.24
F -2.4566 -1.9721 -4.0896 0.30 1.97 2.27
O 5.2067 2.3248 3.8360 -1.12 0.30 0.19
O 1.8314 -4.0475 8.4058 0.10 -0.25 -0.32
O -1.5805 -2.4063 5.6246 0.62 -0.60 -0.43
O 2.1291 1.1721 0.5385 -0.51 -0.01 -0.08
O 0.4427 1.0949 -7.7671 0.10 0.23 -0.25
O -0.0075 2.8252 0.2848 0.83 -0.38 -0.18
O -0.7900 -4.2678 3.8100 -0.16 0.37 0.09
O -3.8438 2.9072 -7.1355 0.64 0.34 -0.81
O -4.4274 -2.7377 1.9906 1.51 -0.49 -2.03
O 0.9684 2.6994 -9.8932 -0.66 -0.38 0.84
O 0.0012 1.0614 5.3206 1.23 -0.35 -0.32
O -3.3514 4.4481 -9.3129 -0.09 -0.24 0.37
O 1.9903 -0.8073 5.2033 -0.45 0.10 -0.10
O 3.2556 4.1990 4.0338 0.25 -0.30 -0.10
O 2.9870 6.0046 -1.4483 0.27 -0.31 0.03
O 5.1061 4.3193 -1.2727 -1.24 0.19 0.18
O 2.6750 -5.8458 6.5583 -0.78 0.89 0.32
N -1.3080 -1.5075 0.3945 -1.59 -0.58 -5.26
N -1.9940 -1.2830 -1.8486 -0.60 -1.29 2.98
C -2.4998 -2.2739 0.1828 -1.49 0.38 -2.44
C -1.0556 -0.9327 -0.8611 0.14 0.21 -0.43
C 3.8845 3.9174 -0.8693 1.25 -0.16 -0.18
C -0.5715 -0.5276 -3.7637 -1.01 -0.45 -1.64
C -3.1305 -4.8183 1.1696 0.36 0.07 -0.46
C -4.2434 -2.7747 -1.7930 0.37 2.12 0.76
C -2.0558 -0.9105 -3.2704 0.89 0.47 -2.02
C 2.3512 2.2766 0.0617 0.82 -0.07 -0.08
C -1.1731 3.6275 -9.6663 -0.30 0.10 0.08
C 2.7637 4.8962 -1.0054 -0.54 0.43 -0.04
C 1.2663 1.4163 4.9658 -1.19 0.31 0.25
C 2.9361 3.0535 4.2920 -0.57 0.43 0.09
C 3.6837 2.6933 -0.3671 -0.35 -0.38 0.23
C 0.1053 -3.1670 7.0701 0.11 -0.07 0.11
C 2.2985 0.3374 4.9146 0.71 -0.23 -0.09
C 3.9599 1.9700 4.2151 1.15 -0.29 -0.24
C 1.2253 -4.0684 7.3526 -0.23 0.53 0.47
C 1.4229 4.4660 -0.5959 0.06 0.12 -0.08
C -0.2251 2.7768 -9.2619 0.65 0.37 -0.82
C -0.5425 -3.2353 5.9059 -0.51 0.64 0.39
C -1.7141 1.9579 -7.3813 0.31 -0.11 -0.06
C -0.4386 1.8703 -8.0944 -0.28 -0.30 0.51
C -2.4575 3.6977 -8.9674 0.29 0.41 -0.65
C 3.6557 0.7023 4.5090 -0.32 -0.28 0.11
C 1.2263 3.2438 -0.0986 -0.85 0.32 0.07
C -2.9704 -2.1301 -1.2126 0.56 -0.92 2.69
C 0.9732 -5.1092 5.1269 -0.38 0.20 -0.31
C -0.1587 -4.2256 4.8565 0.47 -0.57 -0.16
C -2.6605 2.8107 -7.7834 -0.67 -0.35 0.85
C -5.4325 -2.8916 -2.0755 0.95 0.03 -0.12
C 1.5716 2.6841 4.6754 0.15 0.16 -0.11
C 1.6265 -5.0403 6.2919 0.81 -0.90 -0.32
B -3.3870 -3.2175 1.1538 -1.27 -1.28 1.82
H -5.0205 -3.4942 2.1692 0.47 0.53 0.28
H -6.5025 -2.9930 -2.4083 1.86 -0.02 0.60
H 4.4862 1.9755 -0.2612 0.00 0.04 0.01
H 5.1690 3.2897 3.6828 0.12 -0.09 0.03
H 1.2519 -5.8096 4.3512 0.00 -0.01 0.04
H 0.8068 -1.9103 1.8190 -0.98 -0.05 -1.05
H 4.9885 5.2363 -1.5919 0.14 -0.07 0.01
H 2.9698 -5.6028 7.4585 0.05 -0.11 -0.08
H -1.8776 -2.6558 4.7284 -0.06 0.01 0.15
H -1.9994 -4.9703 1.2215 -1.46 -0.11 0.16
H -3.6704 -5.3420 2.0241 0.90 0.71 -0.95
H -0.1705 0.3325 -3.1547 0.04 -0.96 -0.91
H 0.8352 3.4759 4.7103 0.02 -0.02 0.03
H -1.8497 1.3094 -6.5278 -0.04 0.03 -0.06
H -0.1646 -2.4554 7.8389 0.00 -0.03 -0.01
H 0.6161 5.1766 -0.7149 0.02 0.00 0.03
H -3.4720 -5.3325 0.2186 0.41 0.66 0.88
H 0.0328 0.0981 5.4825 -0.10 0.13 0.10
H 1.4734 2.0139 -9.4140 0.01 0.08 -0.13
H 0.1181 1.9133 0.6105 0.03 0.20 0.16
H -0.1941 -0.2437 -1.0971 -1.10 -1.06 0.62
H -4.3511 3.5887 -7.6195 0.00 -0.08 0.07
H -1.0318 4.2876 -10.5115 0.00 -0.03 0.02
H 4.3883 -0.0918 4.4592 0.00 0.03 0.02
```
Positions in Å, forces in eV/Å.

Results
Orbital gap, eV: 7.0
Electronic energy, eV: -93730.5426
HOMO energy, eV: -11.28
Total charge: +1
Strongest force on any atom, hartree/bohr: 0.107
Multiplicity: 1